Entry 1:
C40H48BClNO2S2 | ωB97M-V with the def2-TZVPD basis set

```
95
Properties=species:S:1:pos:R:3:lowdin_charge:R:1
C 1.821 -2.325 0.251 -0.054
C 1.508 -1.201 -0.405 -0.139
B 1.534 0.266 0.304 -1.115
O 2.033 0.129 1.676 -0.099
Cl 2.757 1.487 -0.630 0.511
C 0.014 0.821 0.190 -0.187
C -0.256 2.198 0.791 -0.283
C -0.342 2.252 2.318 -0.476
S -1.877 1.553 2.975 0.886
C -1.550 -0.203 3.129 -1.061
S -0.163 -0.719 3.798 0.725
N -2.542 -1.110 2.726 -0.174
C -2.138 -2.039 1.646 -0.140
C -2.743 -1.762 0.270 -0.182
O -4.117 -1.390 0.314 -0.167
C -4.186 -0.186 1.079 -0.189
C -3.876 -0.545 2.517 -0.198
H 1.278 -3.264 0.140 0.034
H 2.638 -2.331 0.965 0.046
H 1.151 -1.298 -1.436 0.074
H 2.780 0.718 1.806 -0.002
H -0.208 0.877 -0.884 0.098
H -0.702 0.111 0.608 0.057
H -1.240 2.537 0.436 0.089
H 0.459 2.941 0.426 0.093
H -0.395 3.306 2.607 0.067
H 0.527 1.828 2.820 0.048
H -1.053 -2.041 1.539 0.091
H -2.417 -3.055 1.945 0.122
H -2.686 -2.691 -0.301 0.113
H -2.186 -1.011 -0.297 0.112
H -3.485 0.543 0.664 0.110
H -5.215 0.170 0.995 0.125
H -4.598 -1.321 2.800 0.126
H -4.067 0.294 3.184 0.086
C 5.273 3.638 3.228 -0.095
C 4.529 2.490 2.994 -0.077
C 4.058 1.738 4.064 -0.076
C 4.328 2.141 5.364 -0.095
C 5.071 3.290 5.598 -0.111
C 5.547 4.038 4.529 -0.111
H 5.640 4.222 2.393 0.097
H 4.315 2.181 1.978 0.078
H 3.478 0.840 3.883 0.101
H 3.956 1.557 6.197 0.098
H 5.279 3.604 6.613 0.093
H 6.129 4.933 4.710 0.093
C -5.467 -6.697 -0.728 -0.103
C -4.879 -5.630 -1.392 -0.093
C -5.030 -4.338 -0.906 -0.091
C -5.764 -4.113 0.250 -0.084
C -6.351 -5.181 0.915 -0.094
C -6.206 -6.472 0.425 -0.103
H -5.350 -7.704 -1.108 0.097
H -4.300 -5.804 -2.291 0.099
H -4.578 -3.502 -1.422 0.097
H -5.871 -3.105 0.626 0.092
H -6.923 -5.006 1.818 0.096
H -6.667 -7.305 0.943 0.083
C -7.502 -9.139 3.706 -0.096
C -8.652 -8.820 2.998 -0.101
C -9.637 -9.777 2.801 -0.098
C -9.476 -11.054 3.320 -0.102
C -8.327 -11.374 4.031 -0.101
C -7.339 -10.418 4.221 -0.097
H -6.733 -8.393 3.856 0.102
H -8.780 -7.822 2.598 0.097
H -10.531 -9.528 2.243 0.099
H -10.245 -11.801 3.170 0.098
H -8.202 -12.370 4.437 0.098
H -6.441 -10.669 4.771 0.100
C 3.642 4.058 -2.816 -0.093
C 3.291 4.239 -4.147 -0.091
C 3.850 5.275 -4.884 -0.110
C 4.770 6.131 -4.292 -0.118
C 5.125 5.950 -2.962 -0.105
C 4.560 4.917 -2.226 -0.087
H 3.207 3.251 -2.235 0.002
H 2.577 3.569 -4.609 0.100
H 3.568 5.417 -5.921 0.092
H 5.209 6.937 -4.867 0.084
H 5.844 6.616 -2.500 0.094
H 4.832 4.777 -1.188 0.099
C 7.980 9.140 -8.293 -0.104
C 6.930 8.240 -8.412 -0.098
C 6.845 7.155 -7.551 -0.099
C 7.807 6.973 -6.567 -0.098
C 8.855 7.874 -6.446 -0.096
C 8.944 8.956 -7.311 -0.103
H 8.047 9.986 -8.966 0.097
H 6.176 8.385 -9.176 0.098
H 6.030 6.449 -7.645 0.100
H 7.736 6.128 -5.893 0.103
H 9.603 7.733 -5.677 0.100
H 9.763 9.657 -7.220 0.097
```

Output
**Net charge**: -1
**Frontier orbital gap**: 7.01 eV
**Electronic energy**: -3039.722268 hartree
**E_LUMO**: 2.095 eV

Entry 2:
C2H14BeFO7 | ωB97M-V with the def2-TZVPD basis set

```
25
Properties=species:S:1:pos:R:3:nbo_charge:R:1
Be -13.712 -8.304 12.370 1.702
F -13.207 -7.168 13.257 -0.899
O -12.604 -9.149 11.722 -1.055
C -13.077 -9.085 10.387 -0.092
C -13.756 -7.731 10.342 -0.142
O -14.784 -7.947 11.246 -1.061
H -13.712 -9.829 10.082 0.160
H -12.106 -9.055 9.813 0.146
H -14.279 -7.568 9.400 0.163
H -13.093 -6.905 10.657 0.161
O -16.551 -9.791 10.236 -0.971
H -16.332 -10.675 10.449 0.447
H -15.970 -9.247 10.738 0.496
O -11.324 -11.303 12.054 -1.032
H -11.779 -10.441 11.892 0.507
H -10.638 -11.303 12.756 0.460
O -10.112 -8.209 11.870 -0.984
H -10.269 -7.487 12.516 0.460
H -11.018 -8.424 11.649 0.494
O -14.562 -9.368 13.460 -0.975
H -15.511 -9.451 13.171 0.510
H -14.267 -10.162 13.896 0.506
O -15.162 -4.938 11.672 -0.959
H -14.855 -4.970 12.573 0.469
H -14.636 -5.677 11.311 0.488
```

Output
**Net charge**: -1
**Relative energy (zero: lowest compared OMol25 entry of this formula, charge and spin)**: 0.0 kcal per mole
**Frontier orbital gap**: 8.26 eV
**Electronic energy**: -726.112219 hartree
**E_LUMO**: 2.707 eV